[1]
C6H15N3S | the ωB97M-V functional and the def2-TZVPD basis

Values from the calculation:
- gap between HOMO and LUMO (eV) = 9.39
- electronic energy (eV) = -21766.745
- lowest unoccupied orbital energy (eV) = 0.7521
- total charge = 0
- relative energy (zero: lowest compared OMol25 entry of this formula, charge and spin) (kcal per mole) = 35.8
- SMILES = CC(C)N/N=N\S.C=CC

Each atom is followed by the atoms it is bonded to, with distances in Å.
Atoms and positions in Å:
1 C -0.0798 1.2680 -2.4711  C2 1.487, H8 1.072, H9 1.087, H10 1.089
2 C -0.6705 -0.0873 -2.3110  C1 1.487, C3 1.459, N4 1.436, H11 1.101
3 C -1.6795 -0.3744 -3.3246  C2 1.459, H12 1.124, H13 1.044, H14 1.099
4 N -1.2064 -0.1066 -0.9786  C2 1.436, N5 1.317, H15 1.022
5 N -0.8877 -1.0491 -0.1150  N4 1.317, N6 1.235
6 N -1.1787 -1.1291 1.0821  N5 1.235, S7 1.782
7 S -2.0173 0.0762 2.0922  N6 1.782, H16 1.299
8 H 0.7267 1.4096 -1.7796  C1 1.072
9 H 0.2398 1.5967 -3.4562  C1 1.087
10 H -0.7289 2.1284 -2.3180  C1 1.089
11 H 0.1377 -0.8032 -2.0946  C2 1.101
12 H -2.0340 0.6502 -3.6219  C3 1.124
13 H -2.5042 -0.8692 -2.9172  C3 1.044
14 H -1.2915 -0.9189 -4.1964  C3 1.099
15 H -1.6715 0.7409 -0.6478  N4 1.022
16 H -1.8898 -0.7478 3.0886  S7 1.299
17 C 1.4279 0.0356 3.9616  C18 1.294, H20 1.015, H21 1.062
18 C 1.4560 -0.5591 2.8122  C17 1.294, C19 1.499, H22 1.164
19 C 2.3953 -0.2508 1.6855  C18 1.499, H23 1.080, H24 1.056, H25 1.144
20 H 0.7558 -0.1277 4.7051  C17 1.015
21 H 2.2747 0.5928 4.2770  C17 1.062
22 H 0.6031 -1.2984 2.5291  C18 1.164
23 H 3.3155 0.2475 1.9511  C19 1.080
24 H 2.5363 -1.0318 0.9883  C19 1.056
25 H 1.9709 0.6074 1.0593  C19 1.144

[2]
C17H27N3O2S | the ωB97M-V functional and the def2-TZVPD basis

Values from the calculation:
- gap between HOMO and LUMO (eV) = 8.41
- electronic energy (eV) = -37462.310
- lowest unoccupied orbital energy (eV) = 0.5733
- total charge = 0
- relative energy (zero: lowest compared OMol25 entry of this formula, charge and spin) (kcal per mole) = 140.4
- SMILES = CC(C)N1CCN(C(=O)c2csc(CN3CCOCC3)c2)CC1

Each atom is followed by the atoms it is bonded to, with distances in Å.
Atoms and positions in Å:
1 C 0.1169 -2.9584 5.6103  C2 1.588, H24 1.106, H25 1.140, H26 1.097
2 C -0.6529 -3.4196 4.3004  C1 1.588, C3 1.586, N4 1.503, H27 1.076
3 C -2.1753 -2.9825 4.3851  C2 1.586, H28 1.116, H29 1.134, H30 1.124
4 N -0.0763 -2.6330 3.1571  C2 1.503, C5 1.533, C23 1.522
5 C -0.2444 -1.1417 2.8462  N4 1.533, C6 1.536, H31 1.140, H32 1.039
6 C -1.0797 -0.8905 1.5823  C5 1.536, N7 1.447, H33 1.102, H34 1.106
7 N -0.7254 -1.7008 0.4363  C6 1.447, C8 1.342, C22 1.455
8 C -1.3963 -1.4545 -0.6999  N7 1.342, O9 1.218, C10 1.498
9 O -1.5014 -2.3953 -1.4659  C8 1.218
10 C -1.2941 -0.1306 -1.3942  C8 1.498, C11 1.333, C21 1.479
11 C -2.1214 0.2219 -2.3780  C10 1.333, S12 1.776, H35 1.102
12 S -1.7332 1.8345 -3.0140  C11 1.776, C13 1.789
13 C -0.4175 2.0343 -1.8176  S12 1.789, C14 1.497, C21 1.355
14 C 0.2238 3.3515 -1.5100  C13 1.497, N15 1.515, H36 1.090, H37 1.089
15 N 1.1594 3.5829 -2.6783  C14 1.515, C16 1.496, C20 1.507
16 C 2.3175 2.6450 -2.8039  N15 1.496, C17 1.496, H38 1.149, H39 1.068
17 C 3.0938 3.1799 -3.9659  C16 1.496, O18 1.396, H40 1.099, H41 1.112
18 O 2.4064 3.2985 -5.1757  C17 1.396, C19 1.484
19 C 0.9497 3.5783 -5.1242  O18 1.484, C20 1.465, H42 1.085, H43 1.127
20 C 0.5191 4.2244 -3.8817  N15 1.507, C19 1.465, H44 1.052, H45 1.119
21 C -0.3509 0.9444 -1.0161  C10 1.479, C13 1.355, H46 1.033
22 C 0.3043 -2.7242 0.5383  N7 1.455, C23 1.597, H47 1.092, H48 1.144
23 C 0.1461 -3.4993 1.9257  N4 1.522, C22 1.597, H49 1.064, H50 1.136
24 H -0.4530 -3.3890 6.4551  C1 1.106
25 H 0.2227 -1.8240 5.6587  C1 1.140
26 H 1.1504 -3.3208 5.5466  C1 1.097
27 H -0.6070 -4.4725 4.0835  C2 1.076
28 H -2.2899 -1.8725 4.3989  C3 1.116
29 H -2.8124 -3.3235 3.5115  C3 1.134
30 H -2.8037 -3.3652 5.2344  C3 1.124
31 H 0.8289 -0.8264 2.6288  C5 1.140
32 H -0.5763 -0.5720 3.6497  C5 1.039
33 H -1.0145 0.2070 1.5143  C6 1.102
34 H -2.0962 -1.2485 1.8292  C6 1.106
35 H -2.8172 -0.5024 -2.8309  C11 1.102
36 H -0.5762 4.0909 -1.4842  C14 1.090
37 H 0.7196 3.5542 -0.5617  C14 1.089
38 H 2.0017 1.5988 -3.1600  C16 1.149
39 H 2.9398 2.5707 -1.9386  C16 1.068
40 H 3.9279 2.4714 -4.0604  C17 1.099
41 H 3.4609 4.2062 -3.7435  C17 1.112
42 H 0.5487 2.5717 -5.1782  C19 1.085
43 H 0.5548 4.1670 -6.0007  C19 1.127
44 H 0.8206 5.2179 -3.7098  C20 1.052
45 H -0.5956 4.2789 -3.7950  C20 1.119
46 H 0.1444 0.8281 -0.1174  C21 1.033
47 H 1.2056 -2.1203 0.4183  C22 1.092
48 H 0.5190 -3.4808 -0.2925  C22 1.144
49 H 0.8666 -4.2044 2.2652  C23 1.064
50 H -0.7378 -4.2055 1.8223  C23 1.136

[3]
C48H53BrN7O3P | the ωB97M-V functional and the def2-TZVPD basis

Values from the calculation:
- gap between HOMO and LUMO (eV) = 7.41
- electronic energy (eV) = -146535.962
- lowest unoccupied orbital energy (eV) = -0.7609
- total charge = 0
- SMILES = COCc1cnc2c(P(O)Br)c(C)c(COc3cc(C)ccc3C(C)C)c(C)c2n1.c1ccncc1.c1ccncc1.c1ccncc1.c1ccncc1.c1ccncc1

Each atom is followed by the atoms it is bonded to, with distances in Å.
Atoms and positions in Å:
1 C 5.6595 -4.9396 3.7072  O2 1.440, H31 1.130, H32 1.121, H33 1.122
2 O 5.4410 -3.6101 3.1995  C1 1.440, C3 1.432
3 C 6.0986 -3.4160 1.9427  O2 1.432, C4 1.590, H34 1.130, H35 1.124
4 C 5.2119 -2.3635 1.1457  C3 1.590, C5 1.484, N30 1.355
5 C 5.9157 -1.5500 0.1240  C4 1.484, N6 1.351, H36 1.120
6 N 5.2687 -0.6414 -0.6390  C5 1.351, C7 1.386
7 C 3.9080 -0.5647 -0.3868  N6 1.386, C8 1.513, C29 1.465
8 C 3.1236 0.4065 -1.2418  C7 1.513, P9 1.863, C12 1.472
9 P 4.0634 1.4031 -2.5047  C8 1.863, O10 1.678, Br11 2.297
10 O 3.0551 2.2222 -3.5660  P9 1.678, H37 0.976
11 Br 5.1284 -0.1149 -3.8597  P9 2.297
12 C 1.6776 0.5178 -0.9924  C8 1.472, C13 1.561, C14 1.511
13 C 0.7822 1.5088 -1.7996  C12 1.561, H38 1.124, H39 1.133, H40 1.119
14 C 0.9758 -0.3089 0.0604  C12 1.511, C15 1.552, C27 1.450
15 C -0.5520 -0.2463 0.3235  C14 1.552, O16 1.444, H41 1.133, H42 1.126
16 O -0.9617 0.7969 1.2336  C15 1.444, C17 1.391
17 C -1.7675 0.3218 2.2629  O16 1.391, C18 1.482, C23 1.479
18 C -1.3728 0.5139 3.6781  C17 1.482, C19 1.467, H43 1.122
19 C -2.2069 0.0595 4.7958  C18 1.467, C20 1.573, C21 1.484
20 C -1.8202 0.2895 6.3027  C19 1.573, H44 1.124, H45 1.130, H46 1.118
21 C -3.4840 -0.6583 4.5569  C19 1.484, C22 1.461, H47 1.114
22 C -3.8888 -0.8494 3.1665  C21 1.461, C23 1.478, H48 1.120
23 C -3.0638 -0.3552 2.0437  C17 1.479, C22 1.478, C24 1.580
24 C -3.6376 -0.5879 0.5903  C23 1.580, C25 1.580, C26 1.605, H49 1.120
25 C -5.1951 -0.3213 0.5897  C24 1.580, H50 1.131, H51 1.129, H52 1.123
26 C -3.4222 -2.1137 0.1397  C24 1.605, H53 1.122, H54 1.121, H55 1.131
27 C 1.7925 -1.2060 0.8548  C14 1.450, C28 1.579, C29 1.512
28 C 1.0534 -2.0484 1.9668  C27 1.579, H56 1.130, H57 1.118, H58 1.116
29 C 3.2812 -1.3810 0.6564  C7 1.465, C27 1.512, N30 1.389
30 N 3.8997 -2.3136 1.4787  C4 1.355, C29 1.389
31 H 6.0200 -4.8218 4.7720  C1 1.130
32 H 4.7418 -5.5837 3.7026  C1 1.121
33 H 6.4714 -5.4464 3.1220  C1 1.122
34 H 6.0817 -4.3598 1.3218  C3 1.130
35 H 7.1323 -2.9904 2.0557  C3 1.124
36 H 7.0130 -1.6887 -0.0500  C5 1.120
37 H 2.5034 1.6296 -4.1118  O10 0.976
38 H -0.1939 1.7312 -1.2880  C13 1.124
39 H 0.5319 0.9927 -2.7767  C13 1.133
40 H 1.2620 2.4972 -2.0099  C13 1.119
41 H -1.0453 -0.0149 -0.6696  C15 1.133
42 H -0.9960 -1.2338 0.6343  C15 1.126
43 H -0.4234 1.0359 3.9709  C18 1.122
44 H -1.0680 -0.4570 6.6775  C20 1.124
45 H -2.7394 0.1402 6.9421  C20 1.130
46 H -1.5120 1.3539 6.4537  C20 1.118
47 H -4.0894 -0.9918 5.4300  C21 1.114
48 H -4.8558 -1.3852 2.9850  C22 1.120
49 H -3.0704 0.0992 -0.0891  C24 1.120
50 H -5.5992 -0.2532 -0.4647  C25 1.131
51 H -5.7208 -1.2000 1.0661  C25 1.129
52 H -5.3878 0.5998 1.2018  C25 1.123
53 H -2.6112 -2.2128 -0.6291  C26 1.122
54 H -4.3963 -2.5241 -0.2329  C26 1.121
55 H -3.1237 -2.7625 1.0167  C26 1.131
56 H 0.6679 -1.2908 2.7108  C28 1.130
57 H 0.1678 -2.6002 1.5657  C28 1.118
58 H 1.7450 -2.7227 2.5255  C28 1.116
59 C 2.9948 -3.0297 -7.4021  C60 1.386, C64 1.387, H65 1.084
60 C 3.4118 -2.1061 -6.4561  C59 1.386, C61 1.385, H66 1.082
61 C 2.5854 -1.8619 -5.3714  C60 1.385, N62 1.339, H67 1.083
62 N 1.4046 -2.4642 -5.1848  C61 1.339, C63 1.336
63 C 1.0232 -3.3494 -6.1106  N62 1.336, C64 1.385, H68 1.085
64 C 1.7756 -3.6680 -7.2294  C59 1.387, C63 1.385, H69 1.082
65 H 3.6127 -3.2499 -8.2648  C59 1.084
66 H 4.3562 -1.5873 -6.5573  C60 1.082
67 H 2.8678 -1.1517 -4.6042  C61 1.083
68 H 0.0615 -3.8194 -5.9320  C63 1.085
69 H 1.4175 -4.3951 -7.9465  C64 1.082
70 C 6.2584 3.6897 -0.1689  C71 1.385, C75 1.386, H76 1.084
71 C 6.7850 2.4167 -0.3134  C70 1.385, C72 1.386, H77 1.081
72 C 8.1423 2.2411 -0.0963  C71 1.386, N73 1.338, H78 1.085
73 N 8.9776 3.2301 0.2416  C72 1.338, C74 1.337
74 C 8.4463 4.4500 0.3733  N73 1.337, C75 1.386, H79 1.085
75 C 7.1025 4.7315 0.1825  C70 1.386, C74 1.386, H80 1.082
76 H 5.2011 3.8682 -0.3288  C70 1.084
77 H 6.1583 1.5800 -0.5871  C71 1.081
78 H 8.6004 1.2622 -0.1944  C72 1.085
79 H 9.1469 5.2327 0.6456  C74 1.085
80 H 6.7272 5.7393 0.3050  C75 1.082
81 C -1.1311 5.9227 8.7414  C82 1.386, C86 1.386, H87 1.084
82 C -0.1674 4.9292 8.8051  C81 1.386, C83 1.386, H88 1.082
83 C -0.5434 3.6311 8.4984  C82 1.386, N84 1.338, H89 1.085
84 N -1.7850 3.2782 8.1474  C83 1.338, C85 1.337
85 C -2.6977 4.2544 8.0946  N84 1.337, C86 1.386, H90 1.085
86 C -2.4245 5.5831 8.3782  C81 1.386, C85 1.386, H91 1.082
87 H -0.8771 6.9506 8.9724  C81 1.084
88 H 0.8528 5.1561 9.0857  C82 1.082
89 H 0.1764 2.8196 8.5310  C83 1.085
90 H -3.6959 3.9391 7.8092  C85 1.085
91 H -3.2036 6.3317 8.3170  C86 1.082
92 C -2.2440 -0.3300 -6.0555  C93 1.386, C97 1.386, H98 1.084
93 C -3.5789 -0.0150 -6.2546  C92 1.386, C94 1.386, H99 1.082
94 C -4.5209 -1.0186 -6.0899  C93 1.386, N95 1.337, H100 1.085
95 N -4.2172 -2.2767 -5.7532  C94 1.337, C96 1.338
96 C -2.9223 -2.5566 -5.5682  N95 1.338, C97 1.386, H101 1.085
97 C -1.9032 -1.6266 -5.7041  C92 1.386, C96 1.386, H102 1.080
98 H -1.4769 0.4269 -6.1731  C92 1.084
99 H -3.8829 0.9864 -6.5307  C93 1.082
100 H -5.5781 -0.8199 -6.2316  C94 1.085
101 H -2.7058 -3.5853 -5.2976  C96 1.085
102 H -0.8740 -1.9081 -5.5394  C97 1.080
103 C -9.3349 0.9654 -3.2085  C104 1.385, C108 1.386, H109 1.084
104 C -8.8295 -0.3177 -3.3409  C103 1.385, C105 1.386, H110 1.082
105 C -7.4868 -0.5249 -3.0665  C104 1.386, N106 1.338, H111 1.085
106 N -6.6461 0.4430 -2.6840  C105 1.338, C107 1.338
107 C -7.1577 1.6733 -2.5650  N106 1.338, C108 1.386, H112 1.085
108 C -8.4852 1.9854 -2.8117  C103 1.386, C107 1.386, H113 1.082
109 H -10.3798 1.1685 -3.4124  C103 1.084
110 H -9.4622 -1.1396 -3.6496  C104 1.082
111 H -7.0459 -1.5126 -3.1531  C105 1.085
112 H -6.4535 2.4388 -2.2556  C107 1.085
113 H -8.8439 2.9999 -2.6968  C108 1.082

[4]
C5H7NS | the ωB97M-V functional and the def2-TZVPD basis

Values from the calculation:
- gap between HOMO and LUMO (eV) = 9.10
- electronic energy (eV) = -17619.573
- lowest unoccupied orbital energy (eV) = 0.8700
- total charge = 0
- relative energy (zero: lowest compared OMol25 entry of this formula, charge and spin) (kcal per mole) = 93.9
- SMILES = N[C@@H]1[C@@H]2C=C[C@H]1S2

Each atom is followed by the atoms it is bonded to, with distances in Å.
Atoms and positions in Å:
1 N 0.4186 1.7001 -0.5252  C2 1.442, H8 1.102, H9 1.144
2 C 0.7091 0.5169 0.2469  N1 1.442, C3 1.628, C6 1.587, H10 1.101
3 C 0.7856 -1.0598 -0.1497  C2 1.628, C4 1.625, S7 1.750, H11 1.107
4 C -0.6774 -1.0344 -0.8564  C3 1.625, C5 1.372, H12 1.123
5 C -1.3098 -0.2283 0.0566  C4 1.372, C6 1.464, H13 1.036
6 C -0.4770 0.0981 1.2151  C2 1.587, C5 1.464, S7 1.907, H14 1.185
7 S 0.3699 -1.5917 1.4654  C3 1.750, C6 1.907
8 H -0.0779 1.2296 -1.3893  N1 1.102
9 H 1.4649 2.1142 -0.7296  N1 1.144
10 H 1.5168 0.8689 0.9065  C2 1.101
11 H 1.6004 -1.7293 -0.4879  C3 1.107
12 H -0.9150 -1.4313 -1.8796  C4 1.123
13 H -2.3056 0.0502 -0.0123  C5 1.036
14 H -1.1027 0.4968 2.1393  C6 1.185